This record from OMol25 describes a structure of composition C13H25AlBr3ClNNaO6S. The level of theory is ωB97M-V with the def2-TZVPD basis set.

Values from the calculation:
* charge: +2

Geometry as XYZ:
```
52
Properties=species:S:1:pos:R:3:mulliken_charge:R:1
C -2.3945 -3.7979 1.1386 -0.22
C -1.6013 -3.2688 0.3648 -0.31
C -0.3626 -2.8551 -0.5449 -0.39
S 1.2483 -2.8288 0.3562 0.18
C 1.1101 -3.4487 2.0872 -0.39
C 2.3068 -4.5110 2.3076 -0.96
C 1.7599 -1.0359 0.5514 -0.88
C 2.6313 -0.5130 -0.6617 -0.47
C 3.5636 0.6726 -0.0832 -0.74
C 3.6468 1.9130 -1.0894 -0.86
C 2.5528 3.0104 -0.7371 -0.32
N 2.6833 3.5593 0.6295 -0.46
H -2.8497 -4.2997 2.0339 0.37
H -0.6003 -1.8606 -1.0404 0.30
H -0.3332 -3.6293 -1.3785 0.43
H 1.2877 -2.6007 2.8241 0.41
H 0.1504 -3.9830 2.3261 0.30
H 2.6051 -4.4452 3.4007 0.34
H 1.9610 -5.5634 2.0701 0.32
H 3.1677 -4.2070 1.6310 0.30
H 2.4449 -1.0440 1.4630 0.59
H 0.8866 -0.3628 0.7923 0.38
H 3.2944 -1.2904 -1.1342 0.40
H 1.9898 -0.0079 -1.4558 0.32
H 3.0828 1.0599 0.8727 0.44
H 4.5780 0.2719 0.2220 0.40
H 3.5440 1.5022 -2.1395 0.37
H 4.6720 2.3781 -0.9328 0.32
H 1.5389 2.5034 -0.8731 0.22
H 2.6156 3.8643 -1.4738 0.29
H 1.9018 4.1837 0.8695 0.26
H 3.5553 4.0800 0.7641 0.06
O 1.6507 8.3986 -0.7853 -0.60
Cl 1.9676 7.0526 -0.4358 1.73
O 2.0691 6.2401 -1.6136 -0.59
O 0.9674 6.5155 0.4529 -0.64
O 3.2735 7.0342 0.2652 -0.50
O -5.3822 -0.3257 -0.5704 -0.29
C -5.2120 -1.1339 0.3815 0.40
C -6.5884 -2.0762 0.5704 -0.30
O -6.4057 -2.8953 1.5597 -0.62
H -5.0151 -0.6976 1.3796 0.22
H -4.3872 -1.8628 0.2849 -0.08
H -6.7791 -2.5198 -0.4188 0.33
H -7.4250 -1.3631 0.6573 0.32
Na -6.3970 -2.0385 3.5390 1.02
Al 4.2576 6.2788 1.9869 0.61
C -3.5507 0.0391 -4.0403 -0.32
Br -2.1534 1.3452 -3.7439 0.00
Br -3.8430 -0.2921 -5.9210 0.03
Br -3.2145 -1.6048 -3.0655 -0.04
H -4.4704 0.4603 -3.6434 0.34
```



This record from OMol25 describes a cluster of 5 separate species, C13H25BCl12O3PS in total. The level of theory is ωB97M-V with the def2-TZVPD basis set.

Values from the calculation:
* charge: -1

Geometry as XYZ:
```
56
Properties=species:S:1:pos:R:3:mulliken_charge:R:1
C 3.0572 0.8349 -0.0054 -0.94
C 3.1104 2.2061 0.6229 -0.38
O 1.8625 2.8135 0.3985 -0.08
C 1.7886 4.1717 0.7808 -0.69
C 0.3306 4.6232 0.7205 -0.75
C -0.4905 3.9082 -0.3616 -0.96
C -1.2105 2.6403 0.1312 0.11
C -2.7256 2.7713 0.3066 -1.01
B -3.4516 1.3304 0.4166 0.70
P -3.3913 0.5143 -1.4804 0.43
S -5.0649 0.2435 -2.5398 -0.52
O -4.8450 1.4037 0.8581 -0.63
C -5.0431 0.1713 1.5100 -0.41
C -3.7574 0.0419 2.3053 -0.41
O -2.7819 0.3600 1.3343 -0.51
H 2.2586 0.2486 0.4478 0.17
H 2.8653 0.9072 -1.0762 0.29
H 3.9969 0.3003 0.1461 0.36
H 3.9216 2.8118 0.1898 0.28
H 3.2970 2.1263 1.7055 0.28
H 2.1814 4.2823 1.8027 0.36
H 2.4242 4.7762 0.1142 0.34
H -0.1366 4.4402 1.6926 0.33
H 0.3164 5.7055 0.5598 0.34
H 0.1716 3.6472 -1.1906 0.39
H -1.2269 4.6091 -0.7626 0.50
H -0.9934 1.8188 -0.5586 0.18
H -0.7697 2.3305 1.0823 0.20
H -2.9508 3.3471 1.2128 0.20
H -3.1312 3.3346 -0.5455 0.25
H -2.5204 1.3379 -2.2234 -0.24
H -2.6139 -0.6686 -1.4812 -0.07
H -5.0685 -0.6363 0.7572 0.16
H -5.9793 0.1422 2.0743 0.30
H -3.5718 -0.9391 2.7531 0.27
H -3.7516 0.8225 3.0841 0.20
C 4.4499 -2.8659 1.7872 -0.04
Cl 5.3751 -3.5255 0.4371 -0.13
Cl 5.1569 -1.3560 2.3620 -0.13
Cl 2.7636 -2.6241 1.3417 -0.04
H 4.4883 -3.5828 2.5970 0.33
C -1.4450 1.6590 -5.5849 -0.03
Cl 0.3101 1.4682 -5.4086 -0.15
Cl -2.2798 0.1408 -5.2969 -0.08
Cl -2.0494 2.9149 -4.5155 -0.09
H -1.6336 1.9638 -6.6055 0.34
C 0.0320 -4.8144 -0.3845 0.21
Cl -0.9264 -6.1640 0.2378 -0.15
Cl 1.6387 -5.3667 -0.8581 -0.10
Cl -0.7894 -4.0118 -1.7134 -0.10
H 0.1490 -4.0985 0.4191 0.13
C 3.7006 -8.5414 1.3781 -0.01
Cl 5.2216 -9.3063 0.9076 -0.14
Cl 3.8921 -6.7947 1.5105 -0.04
Cl 2.4115 -8.9525 0.2537 -0.10
H 3.4278 -8.9212 2.3536 0.28
```



no.,highest occupied orbital energy (eV)
1,-13.106
2,-3.794